[1]
This record from OMol25 describes a structure of composition C44H58BrFN5O5SSiTeZr. The level of theory is ωB97M-V with the def2-TZVPD basis set.

Last column: Mulliken charge in e.
Cartesian coordinates (Å):
Zr -0.308 0.302 0.049  -0.26
C 1.446 4.978 -5.079  -1.06
C 0.808 3.609 -5.289  -1.09
N 0.365 2.976 -4.055  0.07
C 1.356 2.387 -3.274  -1.03
C 1.132 1.968 -2.027  -0.12
C 2.160 1.141 -1.337  -0.08
O 3.352 1.347 -1.380  -0.72
O 1.600 0.125 -0.684  -0.30
C -0.218 1.984 -1.412  1.91
O -0.197 2.265 -0.015  -0.45
C -1.155 2.852 -2.150  0.01
C -2.325 3.266 -1.533  0.26
C -3.148 4.184 -2.138  0.34
F -4.311 4.528 -1.526  -0.45
C -2.822 4.766 -3.347  -1.75
C -1.657 4.342 -3.989  -0.60
C -0.822 3.383 -3.422  0.33
N -3.612 5.812 -3.930  0.60
C -4.803 5.404 -4.661  -0.50
C -5.045 6.455 -5.762  -0.85
N -4.314 7.706 -5.353  -0.14
C -4.581 8.036 -3.915  -0.78
C -3.905 6.948 -3.059  -0.43
H 1.748 5.412 -6.033  0.40
H 2.332 4.889 -4.450  0.33
H 0.760 5.668 -4.586  0.32
H 1.527 2.933 -5.753  0.56
H -0.038 3.665 -5.977  0.46
H 2.317 2.256 -3.753  0.64
H -2.581 2.875 -0.563  0.17
H -1.394 4.838 -4.912  0.36
H -5.681 5.322 -4.008  0.34
H -4.636 4.431 -5.116  0.44
H -6.094 6.718 -5.885  0.38
H -4.633 6.153 -6.722  0.40
H -4.547 8.483 -5.968  0.30
H -3.315 7.499 -5.431  0.39
H -5.663 8.051 -3.802  0.35
H -4.191 9.030 -3.712  0.37
H -4.572 6.700 -2.230  0.36
H -2.968 7.310 -2.638  0.46
N -0.108 -1.933 1.023  0.12
C -0.754 -2.952 0.236  0.40
C -1.132 -4.165 0.741  -0.44
C -1.709 -5.139 -0.101  -0.80
C -1.860 -4.899 -1.435  -0.90
C -1.480 -3.651 -1.983  0.56
C -1.604 -3.334 -3.355  -0.63
C -1.231 -2.096 -3.801  -1.16
C -0.783 -1.141 -2.868  -0.01
N -0.667 -1.402 -1.585  0.56
C -0.961 -2.657 -1.136  -0.06
H 0.904 -2.068 0.974  0.07
H -0.363 -2.000 2.003  0.35
H -0.977 -4.385 1.790  0.47
H -2.011 -6.088 0.318  0.41
H -2.272 -5.655 -2.090  0.41
H -1.988 -4.080 -4.038  0.44
H -1.302 -1.825 -4.844  0.47
H -0.541 -0.130 -3.172  0.40
Te -3.253 -0.072 0.268  -0.25
C 3.960 -0.503 6.235  -1.75
C 2.920 0.227 5.367  2.52
C 2.823 1.676 5.867  -1.96
C 1.546 -0.416 5.626  -1.79
Si 3.463 0.197 3.524  -1.34
Br 1.536 0.930 2.449  0.37
C 4.757 1.526 3.064  2.89
C 5.937 1.462 4.051  -1.82
C 4.177 2.949 3.099  -1.86
C 5.303 1.303 1.643  -2.10
C 3.836 -1.544 2.813  2.89
C 3.748 -1.572 1.279  -1.87
C 5.256 -1.987 3.210  -1.80
C 2.846 -2.588 3.349  -2.10
H 3.697 -0.375 7.288  0.54
H 4.973 -0.115 6.104  0.30
H 3.980 -1.575 6.038  0.30
H 2.465 1.666 6.900  0.62
H 2.111 2.259 5.278  0.16
H 3.782 2.196 5.861  0.34
H 1.336 -0.348 6.697  0.55
H 1.499 -1.468 5.357  0.32
H 0.747 0.109 5.100  0.23
H 5.653 1.753 5.065  0.31
H 6.710 2.160 3.718  0.56
H 6.395 0.472 4.098  0.29
H 3.737 3.218 4.059  0.31
H 3.426 3.092 2.323  0.31
H 4.992 3.651 2.902  0.56
H 5.895 0.390 1.561  0.26
H 5.969 2.136 1.399  0.63
H 4.519 1.284 0.882  0.34
H 4.513 -0.972 0.793  0.31
H 2.796 -1.193 0.896  0.16
H 3.878 -2.604 0.941  0.58
H 6.023 -1.351 2.766  0.34
H 5.424 -3.002 2.841  0.54
H 5.411 -2.003 4.290  0.31
H 1.806 -2.295 3.181  0.19
H 2.968 -2.775 4.415  0.40
H 3.018 -3.537 2.832  0.59
O -1.881 7.545 2.648  -0.49
C -2.615 6.740 1.855  0.58
O -3.320 7.216 1.007  -0.55
C -2.491 5.268 2.078  0.74
C -1.374 4.669 2.657  -1.07
C -1.279 3.290 2.735  -0.72
C -2.304 2.500 2.230  1.01
S -2.072 0.727 2.219  -0.24
C -3.446 3.090 1.710  -0.74
C -3.531 4.466 1.621  -0.41
H -1.459 7.035 3.344  0.32
H -0.527 5.258 2.990  0.34
H -0.383 2.833 3.128  0.28
H -4.250 2.474 1.328  0.49
H -4.395 4.934 1.170  0.47

Results
HOMO = -8.15 eV
Relative energy (zero: lowest compared OMol25 entry of this formula, charge and spin) = 0.741 eV
Net charge = +1
E = -164305.386 eV

***

[2]
This record from OMol25 describes a cluster of 6 separate species, C44H58O17 in total in a non-equilibrium geometry. The level of theory is ωB97M-V with the def2-TZVPD basis set.

Last column: Mulliken charge in e.
Cartesian coordinates (Å):
C -1.977 -2.746 1.252  -0.86
C -2.188 -3.862 0.226  -0.34
C -0.951 -4.715 0.000  -1.21
C 0.209 -4.032 -0.763  -0.91
C -0.189 -3.000 -1.817  0.69
C -0.755 -3.585 -3.124  -0.83
C -0.908 -2.447 -4.160  -0.95
C 0.186 -2.310 -5.243  -0.91
C 1.610 -2.752 -4.848  -0.02
C 2.696 -1.695 -5.185  -1.02
C 2.894 -0.652 -4.109  1.20
C 4.155 -0.308 -3.612  -0.74
C 4.332 0.676 -2.651  -1.24
C 3.226 1.340 -2.136  0.63
C 1.957 0.994 -2.619  -0.35
C 1.784 0.027 -3.601  0.18
C 0.754 1.673 -2.073  0.15
O -0.304 1.644 -2.659  -0.64
C 0.875 2.432 -0.795  0.44
C -0.270 2.762 -0.078  -0.60
C -0.145 3.506 1.094  -0.68
C 1.122 3.895 1.517  -0.52
C 2.268 3.537 0.819  -0.94
C 2.153 2.795 -0.355  0.47
C 3.367 2.394 -1.114  0.21
O 4.432 2.919 -0.891  -0.65
H -1.488 -1.872 0.820  0.25
H -2.950 -2.427 1.598  0.14
H -1.440 -3.109 2.126  0.26
H -3.005 -4.499 0.572  0.48
H -2.542 -3.394 -0.694  0.20
H -1.178 -5.674 -0.463  0.35
H -0.566 -4.965 0.993  0.51
H 0.929 -3.577 -0.081  0.22
H 0.766 -4.827 -1.265  0.46
H 0.696 -2.398 -2.030  -0.53
H -0.943 -2.299 -1.456  0.44
H -1.754 -3.947 -2.879  0.52
H -0.119 -4.389 -3.489  0.37
H -1.076 -1.526 -3.598  0.30
H -1.837 -2.638 -4.700  0.48
H 0.217 -1.258 -5.525  0.30
H -0.161 -2.819 -6.136  0.66
H 1.730 -3.013 -3.800  -0.02
H 1.847 -3.649 -5.418  0.47
H 2.333 -1.155 -6.054  -0.45
H 3.646 -2.161 -5.437  0.60
H 4.998 -0.847 -4.025  0.45
H 5.320 0.935 -2.298  0.50
H 0.785 -0.181 -3.947  0.59
H -1.232 2.438 -0.445  0.53
H -1.045 3.777 1.628  0.46
H 1.206 4.494 2.415  0.53
H 3.238 3.833 1.189  0.52
C 6.122 -3.940 1.647  -1.51
C 5.574 -3.051 0.561  0.52
C 4.466 -2.118 0.991  -0.63
O 3.746 -1.927 -0.232  -0.07
C 3.940 -3.033 -0.994  0.48
O 3.340 -3.274 -1.990  -0.46
O 4.907 -3.818 -0.458  -0.40
H 6.791 -4.690 1.225  0.36
H 6.673 -3.353 2.382  0.39
H 5.318 -4.475 2.154  0.35
H 6.386 -2.498 0.080  0.28
H 4.828 -1.166 1.374  0.31
H 3.793 -2.571 1.723  0.31
C -6.719 -2.032 5.748  -1.64
C -5.280 -2.182 5.336  0.75
C -4.998 -1.915 3.877  -0.52
O -3.829 -2.715 3.645  -0.17
C -3.864 -3.746 4.529  0.55
O -3.141 -4.689 4.488  -0.54
O -4.833 -3.551 5.453  -0.37
H -6.867 -2.400 6.761  0.33
H -7.029 -0.997 5.705  0.40
H -7.367 -2.622 5.093  0.42
H -4.643 -1.571 5.976  0.13
H -4.793 -0.868 3.666  0.31
H -5.795 -2.269 3.218  0.31
C 0.232 1.946 -10.754  -1.50
C 0.661 1.371 -9.428  0.54
C 2.153 1.337 -9.195  -0.54
O 2.287 0.237 -8.287  -0.30
C 1.248 -0.607 -8.514  0.59
O 1.153 -1.697 -8.053  -0.49
O 0.336 -0.028 -9.334  -0.35
H -0.834 1.783 -10.913  0.36
H 0.432 3.016 -10.789  0.38
H 0.759 1.461 -11.577  0.35
H 0.148 1.885 -8.610  0.28
H 2.541 2.250 -8.749  0.32
H 2.717 1.108 -10.101  0.31
C 1.178 7.232 0.515  -1.39
C 0.588 7.808 1.775  0.67
C -0.529 8.803 1.566  -0.47
O -0.433 9.612 2.746  -0.33
C 0.858 9.566 3.167  0.61
O 1.317 10.261 4.011  -0.53
O 1.545 8.614 2.485  -0.36
H 2.076 6.658 0.741  0.29
H 0.462 6.577 0.018  0.34
H 1.470 8.024 -0.177  0.43
H 0.273 7.002 2.445  0.13
H -1.511 8.341 1.499  0.32
H -0.368 9.441 0.695  0.29
C -3.123 -0.752 10.979  -1.44
C -3.664 0.175 9.920  0.49
C -4.744 1.124 10.383  -0.53
O -5.475 1.356 9.170  -0.33
C -5.314 0.265 8.386  0.60
O -5.927 0.048 7.389  -0.44
O -4.363 -0.553 8.892  -0.31
H -2.478 -1.507 10.532  0.36
H -2.550 -0.194 11.719  0.38
H -3.934 -1.278 11.485  0.35
H -2.844 0.718 9.441  0.26
H -4.356 2.058 10.781  0.30
H -5.420 0.671 11.112  0.31

Results
HOMO = -8.98 eV
SMILES string = CCCCCCCCCCc1ccc2c(c1)C(=O)c1ccccc1C2=O.C[C@@H]1COC(=O)O1.C[C@@H]1COC(=O)O1.C[C@@H]1COC(=O)O1.C[C@@H]1COC(=O)O1.C[C@@H]1COC(=O)O1
Net charge = 0
E = -81378.550 eV

***

[3]
This record from OMol25 describes a structure of composition C44H59BeN6O5 in a non-equilibrium geometry. The level of theory is ωB97M-V with the def2-TZVPD basis set.

Last column: Mulliken charge in e.
Cartesian coordinates (Å):
Be -2.036 -0.777 -2.717  1.09
C -0.289 1.757 0.356  -0.55
C -0.512 0.230 0.466  1.46
O -0.576 -0.382 -0.802  0.00
H 0.512 1.989 -0.346  -0.07
H 0.043 2.101 1.338  0.24
H -1.224 2.145 -0.052  0.26
H -1.379 0.078 1.120  0.12
H 0.430 -0.166 0.862  -1.71
N 3.147 3.932 0.695  -0.10
C 3.755 4.324 -0.426  -0.20
C 3.311 5.417 -1.196  -0.63
C 2.319 6.222 -0.649  -0.21
C 1.751 5.846 0.557  -0.78
C 2.238 4.750 1.232  -0.09
H 4.445 3.597 -0.838  0.42
H 3.733 5.537 -2.183  0.41
H 2.047 7.100 -1.218  0.45
H 0.987 6.523 0.917  0.45
H 1.659 4.464 2.102  0.29
N 3.486 -0.033 3.589  0.04
C 4.303 0.020 4.657  -0.17
C 4.348 1.046 5.569  -0.76
C 3.571 2.148 5.337  -0.39
C 2.621 2.106 4.321  -0.60
C 2.578 0.995 3.499  -0.04
H 4.952 -0.843 4.744  0.42
H 4.989 1.099 6.439  0.40
H 3.479 3.038 5.946  0.40
H 2.035 2.958 4.005  0.28
H 1.906 0.858 2.663  0.41
N -0.884 -3.093 -2.548  0.41
C -1.081 -3.940 -3.558  -0.26
C -0.719 -5.289 -3.484  -0.80
C -0.162 -5.754 -2.319  -0.41
C 0.173 -4.871 -1.294  -0.63
C -0.212 -3.537 -1.469  -0.25
H -1.519 -3.504 -4.447  0.36
H -0.989 -5.934 -4.308  0.40
H 0.085 -6.805 -2.244  0.42
H 0.706 -5.282 -0.450  0.46
H 0.040 -2.719 -0.807  0.27
N -3.991 0.610 -1.960  0.22
C -5.100 0.874 -2.666  -0.32
C -6.206 1.598 -2.244  -0.69
C -6.280 1.996 -0.910  -0.25
C -5.151 1.739 -0.128  -1.00
C -4.059 1.108 -0.681  0.08
H -5.188 0.483 -3.674  0.39
H -7.048 1.758 -2.901  0.44
H -7.150 2.561 -0.609  0.43
H -5.094 2.272 0.811  0.44
H -3.063 0.978 -0.274  0.26
N 0.272 -0.274 -4.025  -0.05
C 0.308 -0.970 -5.180  -0.24
C 1.476 -1.270 -5.841  -0.75
C 2.675 -0.735 -5.373  -0.42
C 2.659 -0.036 -4.171  -0.38
C 1.432 0.153 -3.531  0.17
H -0.653 -1.251 -5.590  0.49
H 1.536 -1.790 -6.787  0.42
H 3.641 -0.936 -5.814  0.42
H 3.563 0.323 -3.697  0.44
H 1.401 0.734 -2.620  0.01
N -3.637 -2.041 -1.196  0.42
C -3.373 -2.384 0.061  0.20
C -4.033 -3.372 0.778  -0.81
C -5.084 -4.010 0.153  -0.29
C -5.400 -3.654 -1.157  -0.87
C -4.706 -2.630 -1.776  -0.36
H -2.616 -1.761 0.524  0.22
H -3.867 -3.527 1.835  0.26
H -5.695 -4.725 0.686  0.45
H -6.209 -4.132 -1.692  0.44
H -4.934 -2.343 -2.794  0.39
C -1.473 -1.871 3.929  -0.55
C -2.290 -3.084 4.296  0.82
O -3.503 -3.026 4.324  -0.60
C -1.570 -4.368 4.525  -1.09
H -0.967 -1.484 4.817  0.52
H -2.208 -1.132 3.608  0.27
H -0.675 -2.007 3.200  -0.24
H -1.108 -4.717 3.597  0.16
H -2.379 -5.045 4.804  0.37
H -0.758 -4.374 5.250  0.37
C 5.555 0.597 0.709  -1.13
C 4.661 0.551 -0.512  0.43
O 5.086 0.302 -1.618  -0.58
C 3.187 0.889 -0.335  0.23
H 6.589 0.850 0.481  0.40
H 5.507 -0.322 1.295  0.23
H 5.221 1.369 1.406  0.26
H 2.621 -0.044 -0.308  -0.10
H 2.917 1.543 -1.162  0.37
H 2.977 1.399 0.603  -0.22
C -3.270 4.809 -0.780  -0.66
C -2.402 5.743 -1.629  0.56
O -2.920 6.724 -2.103  -0.56
C -0.991 5.294 -1.907  -0.72
H -2.828 4.407 0.132  0.34
H -3.544 3.982 -1.442  0.01
H -4.216 5.279 -0.516  0.41
H -1.006 4.433 -2.574  0.35
H -0.310 5.241 -1.059  -0.06
H -0.576 6.135 -2.470  0.36
C 2.049 -2.394 1.177  0.74
C 2.172 -3.556 2.148  0.35
O 1.255 -4.334 2.310  -0.57
C 3.433 -3.563 2.940  -1.07
H 2.858 -1.683 1.345  -0.06
H 1.024 -2.050 1.306  -0.58
H 2.186 -2.622 0.116  0.42
H 4.287 -3.457 2.270  0.36
H 3.460 -4.418 3.614  0.42
H 3.458 -2.687 3.593  0.06

Results
HOMO = -10.37 eV
Relative energy (zero: lowest compared OMol25 entry of this formula, charge and spin) = 2.188 eV
Net charge = +1
E = -66154.017 eV